# 1
This record from the Open Molecules 2025 dataset describes 2 unconnected molecules or ions with the total composition C5H11NO3S. The level of theory is ωB97M-V with the def2-TZVPD basis set.

Properties
Frontier orbital gap (alpha / beta) in eV: 6.41 / 8.33
Charge: 0
E_tot in a.u.: -875.62180
Energy relative to the best compared isomer or geometry (same formula, charge and spin) in kJ/mol: 402.31

Each line ends with the Löwdin charge.
Element x y z (Å)
C  -0.7368  -0.1324  0.6063  -0.2921
C  0.0218  2.0855  1.6216  -0.0291
C  1.3773  -0.0306  1.8188  -0.0515
C  0.2740  -2.0472  -3.4113  -0.1545
C  0.1489  0.6359  1.4110  -0.2714
N  1.0796  -1.2768  -2.5488  -0.1736
O  -0.4541  -1.2026  0.0635  -0.0234
O  0.8094  1.2116  -3.3001  -0.3781
O  1.9615  0.6578  -1.1800  -0.3577
S  0.8439  0.4499  -2.0433  0.7867
H  -1.6666  0.3103  0.4641  0.1019
H  -0.5099  2.4317  2.4649  0.0750
H  -0.6039  2.4591  0.7925  0.0984
H  1.0365  2.4245  1.6010  0.0841
H  1.2961  -0.4488  2.8732  0.1305
H  2.1644  0.6271  1.6695  0.0608
H  1.4667  -0.8914  1.2156  0.0586
H  -0.6796  -2.0155  -2.8770  0.0878
H  0.1310  -1.7333  -4.4400  0.0861
H  0.6136  -3.0830  -3.3515  0.0982
H  1.1225  -1.9189  -1.7942  0.0635

Cartesian forces (eV/Å) of the 2 atoms listed first:
C 1.33 -0.22 0.33
C -0.93 -0.52 -1.84

# 2
This record from the Open Molecules 2025 dataset describes a molecular structure, C5H11NO4S. The level of theory is ωB97M-V with the def2-TZVPD basis set.

Properties
Frontier orbital gap in eV: 5.92
Charge: 0
E_tot in a.u.: -950.62331
Energy relative to the best compared isomer or geometry (same formula, charge and spin) in kJ/mol: 1150.65

Each line ends with the Löwdin charge.
Element x y z (Å)
C  -2.4135  1.5742  1.0083  -0.0720
C  -2.5597  -0.0394  1.0092  -0.5589
C  -1.3118  -0.2704  -1.3194  -0.2355
C  -0.1804  -1.0988  -1.5517  -0.2216
C  0.9448  -1.0732  -0.5182  -0.3083
H  -1.4066  1.9332  0.1648  0.1005
H  -3.4492  2.2476  0.3809  0.1517
H  -2.0221  1.6723  2.5083  0.2180
H  -2.6964  -1.7832  -0.1330  0.1916
H  -1.1068  0.7097  -0.8745  0.0536
H  -1.9735  -0.1390  -2.2602  0.1507
H  -0.7162  -2.2186  -1.3996  0.1825
H  0.1340  -0.9860  -2.5815  0.1161
H  1.8385  -1.6085  -0.7298  0.0857
H  0.7281  -1.5607  0.4846  0.1428
H  3.9073  1.1979  0.8276  0.4271
N  -2.1669  -0.7951  -0.1353  0.0169
O  -2.9662  -0.6869  1.9983  -0.0356
O  2.8102  -0.4499  0.8904  -0.3154
O  2.3591  0.5401  -1.5384  -0.3221
O  1.1266  1.3434  0.6092  -0.3077
S  1.7761  0.3483  -0.1804  0.5401

Cartesian forces (eV/Å) of the 2 atoms listed first:
C 1.52 0.48 -0.65
C -0.18 -1.07 0.36

# 3
This record from the Open Molecules 2025 dataset describes C5H11NOS in the gas phase. The level of theory is ωB97M-V with the def2-TZVPD basis set.

Properties
Frontier orbital gap in eV: 9.97
Charge: 0
E_tot in a.u.: -725.24564
Energy relative to the best compared isomer or geometry (same formula, charge and spin) in kJ/mol: 208.06

Each line ends with the Löwdin charge.
Element x y z (Å)
N  1.2830  -0.4017  -1.7231  0.0763
C  0.5036  0.1837  -0.6708  -0.5887
C  -0.2693  -0.8131  0.1395  -0.5555
S  0.9607  -1.6661  1.2333  0.7938
C  -1.3819  -0.1207  0.8959  -0.2946
O  -1.9843  -1.0189  1.7958  -0.0812
C  -0.0107  1.5568  -0.9778  -0.0979
C  1.0602  1.3885  0.0025  -0.1153
H  0.7514  -0.8518  -2.4391  0.0753
H  2.0403  -1.0020  -1.4119  0.0699
H  -0.7236  -1.5658  -0.4974  0.1132
H  0.1406  -2.6990  1.2778  -0.1386
H  -0.9783  0.7058  1.4518  0.1081
H  -2.1869  0.1133  0.1617  0.1456
H  -1.3788  -1.1032  2.5211  0.0502
H  -0.9663  1.9894  -0.6505  0.1092
H  0.2179  1.9330  -1.9665  0.1070
H  2.0500  1.7919  -0.2141  0.1126
H  0.8724  1.5799  1.0718  0.1107

Cartesian forces (eV/Å) of the 2 atoms listed first:
N 1.07 0.64 -0.03
C 0.16 -0.74 -0.73

# 4
This record from the Open Molecules 2025 dataset describes C5H11NS in the gas phase. The level of theory is ωB97M-V with the def2-TZVPD basis set.

Properties
Frontier orbital gap in eV: 9.43
Charge: 0
E_tot in a.u.: -649.92989
Energy relative to the best compared isomer or geometry (same formula, charge and spin) in kJ/mol: 286.55

Each line ends with the Löwdin charge.
Element x y z (Å)
C  0.5996  1.4564  -0.3847  -0.1027
C  1.2298  0.3027  0.5458  -0.7293
S  2.7086  -0.4179  0.1119  0.8040
C  0.0489  -0.7282  0.5082  -0.3770
C  -1.2202  -0.0882  1.0416  -0.2005
N  -1.6212  0.0852  -0.3503  -0.0806
C  -0.5995  -1.0083  -0.7814  -0.1357
H  1.5514  2.0055  -0.6661  0.0727
H  -0.2479  1.9623  0.1033  0.0692
H  0.3167  1.0352  -1.4331  0.0912
H  1.4333  0.5761  1.5132  0.0532
H  2.5613  -0.5271  -1.1983  -0.1320
H  0.4152  -1.5745  1.0179  0.1020
H  -1.8761  -0.9219  1.2929  0.0927
H  -1.5311  0.7724  1.8588  0.1686
H  -2.6117  -0.0205  -0.5298  0.0971
H  -1.0752  -1.9811  -0.9237  0.1115
H  -0.0817  -0.9282  -1.7263  0.0955

Cartesian forces (eV/Å) of the 2 atoms listed first:
C 3.55 -0.44 -1.42
C -5.00 -0.02 -3.90